Record 1
Formula: C20H15BrN3O4SeV
Source: OMol25
Level of theory: the ωB97M-V functional and the def2-TZVPD basis

CARTESIAN COORDINATES (ANGSTROEM)
V -0.12536 -0.23433 0.53964
N -1.28970 -3.11078 -0.40340
C -1.40003 -2.21048 -1.45085
C -2.08438 -2.62860 -2.59710
C -2.22283 -1.75697 -3.65000
C -1.65931 -0.48803 -3.55821
C -1.00663 -0.15304 -2.39678
N -0.88995 -0.98381 -1.34287
C -0.30358 -3.25205 0.55961
C -0.27648 -4.44129 1.29257
C 0.69935 -4.61162 2.24143
C 1.64427 -3.60764 2.44056
C 1.53177 -2.46222 1.69915
N 0.57380 -2.27230 0.76476
H -1.88503 -3.91636 -0.49258
H -2.48516 -3.63224 -2.64648
H -2.75286 -2.06614 -4.54110
H -1.73333 0.22823 -4.36263
H -0.56992 0.82603 -2.26013
H -1.02697 -5.19966 1.11372
H 0.72518 -5.51774 2.83173
H 2.41740 -3.69588 3.18818
H 2.19348 -1.62488 1.86523
Br 2.41679 0.17707 -0.43820
C 2.27966 2.08745 -0.39231
C 3.40274 2.83243 -0.56606
C 3.27654 4.23961 -0.55032
C 2.05380 4.81736 -0.36965
C 0.88853 4.03118 -0.18993
C -0.38498 4.61813 0.00895
C -1.48561 3.83147 0.17579
C -1.36738 2.42107 0.15219
C -0.15659 1.78708 -0.00552
C 0.98553 2.61604 -0.19344
H 4.36575 2.36331 -0.71067
H 4.16017 4.84955 -0.68224
H 1.95717 5.89642 -0.35724
H -0.46380 5.69858 0.03110
H -2.45668 4.28272 0.33682
H -2.26467 1.83299 0.31199
O -1.84892 0.88735 3.80694
Se -1.09091 -0.30819 3.06784
O -1.72337 -0.53846 1.46940
O 0.42270 0.12169 2.45395
O -1.04019 -1.73307 3.80617

energy above the lowest of the compared OMol25 structures with the same formula, charge and spin: 0.0 kJ/mol
2S+1: 3
gap between HOMO and LUMO (alpha / beta): 7.800 / 7.980 eV
LUMO (alpha / beta): -0.1 / -0.2 eV
total energy: -194719.9972 eV
strongest force on any atom: 0.008 Eh/bohr

Record 2
Formula: C20H15Cl2FeN5S3
Source: OMol25
Level of theory: the ωB97M-V functional and the def2-TZVPD basis

CARTESIAN COORDINATES (ANGSTROEM)
Fe 0.10620 -0.08293 0.71749
C 2.66852 0.89465 5.31705
S 2.53140 2.15809 4.04692
C 1.32336 1.51100 2.94722
S 0.71941 -0.08121 3.04454
N 0.96552 2.40776 2.06181
N 0.15267 1.84633 1.10704
C -0.58781 2.64617 0.42454
C -1.35011 2.02093 -0.65160
C -2.19063 2.72087 -1.50849
C -2.88860 2.00851 -2.46900
C -2.72923 0.63403 -2.53909
C -1.86160 0.00802 -1.65789
N -1.17532 0.68455 -0.73758
H 3.59136 1.11848 5.85016
H 2.74704 -0.09579 4.87613
H 1.83253 0.92071 6.01209
H -0.62703 3.70975 0.62644
H -2.29324 3.79226 -1.41132
H -3.55254 2.52214 -3.15146
H -3.25837 0.03994 -3.27042
H -1.67279 -1.05692 -1.68838
Cl -2.04288 -1.10123 1.71911
C -2.08677 -2.71023 0.99620
C -3.16520 -3.49745 1.35394
C -3.25586 -4.78172 0.84294
C -2.26374 -5.24404 -0.00775
C -1.19676 -4.42836 -0.33650
Cl 0.00134 -5.07275 -1.41802
C -1.04427 -3.11985 0.15352
S 0.31980 -2.12647 -0.28771
H -3.91638 -3.10111 2.02146
H -4.08904 -5.41814 1.10522
H -2.30534 -6.23986 -0.42503
N 6.15886 -1.33482 1.83952
C 5.34023 -0.78012 1.25641
C 4.32126 -0.08745 0.52380
C 4.64878 0.90446 -0.39324
C 3.62000 1.52733 -1.07312
C 2.31808 1.16105 -0.78780
N 1.99749 0.23092 0.11688
C 2.98781 -0.40697 0.74702
H 5.68329 1.16699 -0.56462
H 3.81238 2.29660 -1.80586
H 1.48733 1.63486 -1.29289
H 2.69884 -1.17778 1.44497

energy above the lowest of the compared OMol25 structures with the same formula, charge and spin: 0.0 kJ/mol
2S+1: 1
gap between HOMO and LUMO (alpha / beta): 6.499 / 6.413 eV
LUMO (alpha / beta): -0.9 / -0.8 eV
total energy: -120372.1853 eV
strongest force on any atom: 0.019 Eh/bohr

Record 3
Formula: C20H15FN7O4Rh
Source: OMol25
Level of theory: the ωB97M-V functional and the def2-TZVPD basis

CARTESIAN COORDINATES (ANGSTROEM)
Rh 1.53182 0.25858 -0.87922
N -0.17371 4.33878 -0.35365
C 0.58644 3.37631 -0.83528
N 0.85079 2.26458 -0.18383
C 0.30130 2.05944 1.07723
N 0.57619 0.97376 1.73975
N 1.46125 0.18074 1.06203
C 2.17167 -0.70536 1.66790
C 3.06953 -1.44759 0.79071
C 3.94132 -2.44507 1.17690
C 4.76166 -3.01893 0.21061
C 4.68725 -2.57829 -1.09728
C 3.77543 -1.58685 -1.43115
N 2.99236 -1.03798 -0.50957
C -0.55243 3.08102 1.64522
C -1.15091 2.95046 2.90449
C -1.95003 3.96244 3.38567
C -2.16740 5.11512 2.62523
C -1.59098 5.26477 1.38027
C -0.78337 4.24093 0.90048
H -0.31776 5.17223 -0.90933
H 1.00949 3.51802 -1.82188
H 2.07522 -0.83614 2.73819
H 3.98818 -2.75835 2.21031
H 5.45452 -3.80306 0.48380
H 5.31008 -3.00169 -1.87178
H 3.66127 -1.23312 -2.44883
H -0.97268 2.05544 3.48235
H -2.41363 3.86945 4.35730
H -2.79521 5.90300 3.01772
H -1.75852 6.15791 0.79287
F -4.14127 -3.01702 1.06786
C -3.39058 -3.08271 -0.01944
C -3.07949 -1.99047 -0.72010
N -2.30802 -2.07707 -1.87125
C -1.82698 -0.89693 -2.53131
C -0.53627 -0.40841 -1.94512
O 0.03902 0.65284 -2.32492
O 0.08822 -1.08942 -1.05441
C -1.76847 -3.28417 -2.31490
O -0.99800 -3.32659 -3.24657
N -2.16236 -4.38411 -1.59753
C -2.92648 -4.42275 -0.42561
O -3.15293 -5.44166 0.16075
H -3.44080 -1.00911 -0.44696
H -2.56857 -0.09780 -2.53559
H -1.59802 -1.14228 -3.57278
H -1.80815 -5.27293 -1.92934

energy above the lowest of the compared OMol25 structures with the same formula, charge and spin: 159.0 kJ/mol
2S+1: 1
net charge: +2
gap between HOMO and LUMO (alpha / beta): 5.368 / 5.366 eV
LUMO (alpha / beta): -8.4 / -8.4 eV
total energy: -45314.4829 eV
strongest force on any atom: 0.028 Eh/bohr

Record 4
Formula: C20H16BrF2NO4Zn
Source: OMol25
Level of theory: the ωB97M-V functional and the def2-TZVPD basis

CARTESIAN COORDINATES (ANGSTROEM)
C 5.89899 -0.74742 0.96411
C 4.88416 -0.55616 -0.12459
C 5.38105 -0.23157 -1.42324
C 4.53266 -0.06494 -2.47863
C 3.17357 -0.17942 -2.25221
C 2.66400 -0.49764 -0.97074
C 1.15063 -0.57549 -0.85438
N 0.70836 -1.14689 0.40833
C 0.52855 -0.18046 1.50065
O 1.25359 -0.00411 2.43045
C -0.84638 0.40872 1.13414
C -1.44426 1.61786 1.33275
F -0.81381 2.56204 1.99369
C -2.73965 1.80787 0.81333
C -3.36854 3.19028 1.00517
C -2.40533 4.21030 0.32391
F -1.77327 3.63721 -0.77611
C -3.39848 0.77844 0.15863
Br -5.17066 1.03570 -0.51072
C -2.77939 -0.45709 -0.02957
C -3.33440 -1.66166 -0.71255
C -4.07117 -2.49364 0.32513
O -3.47084 -3.42729 0.86553
O -5.32114 -2.22693 0.66714
C -1.52219 -0.59878 0.44253
C -0.56772 -1.78745 0.37035
O -0.78267 -2.98964 0.35146
C 3.51710 -0.68363 0.07888
H 5.44012 -1.28509 1.79739
H 6.31187 0.21465 1.29996
H 6.72965 -1.32339 0.53454
H 6.45553 -0.13149 -1.55989
H 4.88015 0.18689 -3.47556
H 2.47431 -0.03445 -3.07440
H 0.78891 0.46474 -1.00227
H 0.77589 -1.13405 -1.72384
H -3.45724 3.43775 2.06608
H -4.30409 3.25481 0.45202
H -1.63214 4.54307 1.02269
H -2.93446 5.10944 -0.00607
H -4.04910 -1.42699 -1.51132
H -2.53697 -2.30690 -1.09332
H -5.95318 -2.74085 0.13703
H 3.15516 -0.92135 1.07504
Zn -2.02718 -4.64497 0.02850

2S+1: 1
net charge: +2
gap between HOMO and LUMO: 1.944 eV
LUMO: -11.3 eV
total energy: -154554.7613 eV
strongest force on any atom: 0.064 Eh/bohr

Record 5
Formula: C20H16ClMoNO3S
Source: OMol25
Level of theory: the ωB97M-V functional and the def2-TZVPD basis

CARTESIAN COORDINATES (ANGSTROEM)
Mo -0.33525 -0.29924 0.16193
Cl -0.39523 4.37078 5.61251
C -0.11117 3.08370 4.54693
C 0.09468 1.78566 5.04952
C 0.00496 0.65457 4.24387
C -0.02697 0.88834 2.87104
O -0.08738 -0.19835 2.07107
C 0.04961 2.22006 2.31693
C 0.27679 2.41595 0.97029
O 0.53960 1.50863 0.03518
C -0.27536 3.30850 3.19066
H 0.25128 1.75213 6.15228
H -0.03416 -0.37853 4.58088
H 0.33521 3.43032 0.60863
H -0.46990 4.32401 2.87760
N 8.30235 -2.76178 -3.63704
C 7.30893 -2.42448 -3.15640
C 5.97581 -2.18587 -2.62721
C 5.11490 -3.27611 -2.30128
C 3.79506 -3.07847 -1.91764
C 3.34577 -1.79737 -1.60768
C 4.27919 -0.67473 -1.78709
C 5.56477 -0.89035 -2.24548
C 2.05233 -1.56706 -1.09681
C 0.93323 -1.44809 -0.51823
H 5.49836 -4.26126 -2.32084
H 3.10481 -3.92511 -1.84903
H 3.92311 0.28387 -1.57520
H 6.24216 -0.03982 -2.18822
O -1.88146 -0.33530 -0.84359
S -3.13542 0.55403 -1.43793
C -4.09234 -0.85456 -2.11336
C -5.54168 -0.60811 -1.76633
C -5.74185 0.59011 -0.81790
C -4.36534 0.82311 -0.11988
H -3.73262 -1.83762 -1.78971
H -3.93753 -0.73988 -3.20516
H -5.93974 -1.48521 -1.17130
H -6.11226 -0.54772 -2.65962
H -6.42714 0.34079 -0.02734
H -5.98782 1.45635 -1.49011
H -4.11995 0.03388 0.60738
H -4.24237 1.79025 0.37369

2S+1: 3
net charge: +2
gap between HOMO and LUMO (alpha / beta): 6.045 / 3.015 eV
LUMO (alpha / beta): -7.0 / -10.0 eV
total energy: -53822.7894 eV
strongest force on any atom: 0.134 Eh/bohr

What did the fourth record say?
Formula: C20H16BrF2NO4Zn
Source: OMol25
Level of theory: the ωB97M-V functional and the def2-TZVPD basis

CARTESIAN COORDINATES (ANGSTROEM)
C 5.89899 -0.74742 0.96411
C 4.88416 -0.55616 -0.12459
C 5.38105 -0.23157 -1.42324
C 4.53266 -0.06494 -2.47863
C 3.17357 -0.17942 -2.25221
C 2.66400 -0.49764 -0.97074
C 1.15063 -0.57549 -0.85438
N 0.70836 -1.14689 0.40833
C 0.52855 -0.18046 1.50065
O 1.25359 -0.00411 2.43045
C -0.84638 0.40872 1.13414
C -1.44426 1.61786 1.33275
F -0.81381 2.56204 1.99369
C -2.73965 1.80787 0.81333
C -3.36854 3.19028 1.00517
C -2.40533 4.21030 0.32391
F -1.77327 3.63721 -0.77611
C -3.39848 0.77844 0.15863
Br -5.17066 1.03570 -0.51072
C -2.77939 -0.45709 -0.02957
C -3.33440 -1.66166 -0.71255
C -4.07117 -2.49364 0.32513
O -3.47084 -3.42729 0.86553
O -5.32114 -2.22693 0.66714
C -1.52219 -0.59878 0.44253
C -0.56772 -1.78745 0.37035
O -0.78267 -2.98964 0.35146
C 3.51710 -0.68363 0.07888
H 5.44012 -1.28509 1.79739
H 6.31187 0.21465 1.29996
H 6.72965 -1.32339 0.53454
H 6.45553 -0.13149 -1.55989
H 4.88015 0.18689 -3.47556
H 2.47431 -0.03445 -3.07440
H 0.78891 0.46474 -1.00227
H 0.77589 -1.13405 -1.72384
H -3.45724 3.43775 2.06608
H -4.30409 3.25481 0.45202
H -1.63214 4.54307 1.02269
H -2.93446 5.10944 -0.00607
H -4.04910 -1.42699 -1.51132
H -2.53697 -2.30690 -1.09332
H -5.95318 -2.74085 0.13703
H 3.15516 -0.92135 1.07504
Zn -2.02718 -4.64497 0.02850

2S+1: 1
net charge: +2
gap between HOMO and LUMO: 1.944 eV
LUMO: -11.3 eV
total energy: -154554.7613 eV
strongest force on any atom: 0.064 Eh/bohr